(1)
# C49H53CsF3N10O5SSb2Se

A molecular structure, C49H53CsF3N10O5SSb2Se in a non-equilibrium geometry (ωB97M-V/def2-TZVPD, OMol25).

LUMO level = 1.58 eV
Total charge = -1
2S+1 = 1
Highest occupied orbital energy = -4.945 eV

Geometry (Å):
1 Cs -1.14 0.27 0.40
2 Sb -1.15 3.65 1.47
3 Sb 1.28 1.21 2.85
4 Se 2.11 -4.27 1.83
5 S -3.53 -3.24 0.49
6 F -2.47 -2.14 8.47
7 F -4.49 -1.95 7.67
8 F -3.34 -3.76 7.31
9 O 6.90 -1.20 -10.97
10 O -7.81 3.22 -0.34
11 O -6.30 3.20 -1.96
12 O -2.09 2.16 -0.77
13 O -3.82 2.57 -2.14
14 N -0.58 -1.05 -2.34
15 N -1.65 -5.14 0.60
16 N -4.88 1.74 2.13
17 N -1.65 -0.75 3.82
18 N -2.83 -4.88 2.53
19 N 1.11 0.88 -1.42
20 N 3.88 0.08 -5.42
21 N 0.64 -1.67 1.83
22 N -3.82 1.70 1.31
23 N 2.56 -1.55 -6.12
24 C -6.00 2.20 1.53
25 C 2.78 2.72 2.47
26 C 2.62 5.08 5.64
27 C 6.09 -1.18 -9.88
28 C 1.44 0.25 -2.57
29 C -1.05 -4.65 -0.63
30 C -2.81 4.88 0.87
31 C 4.52 -0.98 -7.57
32 C 6.60 -2.17 -11.96
33 C -3.31 2.30 -1.02
34 C -4.05 -4.49 3.22
35 C 2.69 0.07 4.03
36 C -0.85 -1.20 4.79
37 C 0.25 4.77 4.15
38 C 0.32 2.25 4.56
39 C -6.68 3.00 -0.73
40 C -1.66 -4.93 3.43
41 C -3.54 -1.39 5.15
42 C 3.34 1.70 -2.86
43 C -2.69 -1.82 6.15
44 C 2.01 3.84 5.52
45 C -5.66 2.47 0.24
46 C 0.85 3.65 4.76
47 C -1.07 4.69 3.42
48 C 3.68 -0.81 -6.37
49 C -1.25 -2.67 -3.97
50 C 0.82 -1.49 -4.24
51 C 1.85 1.89 -1.02
52 C -1.46 -1.93 -2.80
53 C 5.03 -2.05 -9.69
54 C 4.26 -1.94 -8.54
55 C 0.24 5.03 0.53
56 C 0.54 -0.81 -3.05
57 C -1.32 -1.74 5.97
58 C -4.27 2.15 0.15
59 C 6.38 -0.21 -8.92
60 C 2.56 0.62 -3.32
61 C -2.61 -4.44 1.24
62 C 2.06 6.17 4.99
63 C -0.10 -2.45 -4.68
64 C -1.30 -6.52 0.97
65 C 2.84 -0.11 -4.53
66 C -3.25 -2.41 7.41
67 C -2.97 -0.86 4.00
68 C 0.89 6.01 4.27
69 C 1.21 -2.70 1.80
70 C 2.01 -1.10 -4.94
71 C 5.60 -0.11 -7.78
72 C 2.98 2.35 -1.71
73 H -1.98 -3.39 -4.29
74 H 7.21 0.46 -9.09
75 H -0.75 2.22 4.34
76 H 1.53 2.39 -0.10
77 H -4.92 -4.68 2.60
78 H 0.43 6.87 3.79
79 H 3.29 3.00 3.39
80 H -6.94 2.31 2.04
81 H 4.21 1.99 -3.44
82 H 2.20 -0.43 4.87
83 H 3.54 3.19 -1.34
84 H 3.12 -0.70 3.38
85 H -4.77 1.45 3.08
86 H -1.76 -5.75 4.14
87 H -1.67 -4.89 -1.50
88 H 7.32 -2.02 -12.76
89 H 3.47 0.73 4.41
90 H 3.44 -2.64 -8.41
91 H -0.73 -5.04 2.87
92 H -1.82 4.15 4.02
93 H 5.82 0.64 -7.03
94 H 1.22 4.99 1.01
95 H -0.16 6.04 0.60
96 H 2.45 2.97 6.01
97 H -1.45 5.69 3.24
98 H -4.62 -1.46 5.26
99 H -0.92 -3.58 -0.58
100 H 2.20 -2.29 -6.70
101 H 2.53 7.15 5.06
102 H 6.69 -3.18 -11.57
103 H -0.06 -5.11 -0.73
104 H -3.60 -0.54 3.16
105 H -4.12 -5.09 4.13
106 H -2.58 5.92 1.10
107 H -5.32 2.93 -2.09
108 H 5.59 -2.03 -12.36
109 H 0.10 -3.01 -5.59
110 H -0.28 -6.58 1.35
111 H -2.00 -6.90 1.70
112 H 0.51 1.63 5.44
113 H -1.59 -3.99 3.99
114 H 3.53 5.18 6.23
115 H -4.05 -3.44 3.49
116 H 4.80 -2.81 -10.42
117 H -1.37 -7.14 0.07
118 H 0.22 -1.14 4.59
119 H 0.34 4.76 -0.53
120 H -0.64 -2.08 6.74
121 H 3.51 2.30 1.76
122 H -2.97 4.77 -0.21
123 H 2.34 3.62 2.03
124 H -2.37 -2.05 -2.22
125 H -3.73 4.58 1.39

(2)
# C6H7F4N2

A gas-phase ion, C6H7F4N2 (charge +1) in a non-equilibrium geometry (ωB97M-V/def2-TZVPD, OMol25).

ΔE to the lowest compared entry with this formula, charge and spin = 63.4 kJ/mol
LUMO level = -5.43 eV
Total charge = +1
2S+1 = 1
Highest occupied orbital energy = -13.994 eV

Geometry (Å):
1 F -2.10 -2.31 1.48
2 F 0.77 -1.41 -1.39
3 F -1.07 -2.61 3.42
4 F -2.27 -0.91 3.16
5 N 0.14 0.17 2.26
6 N 0.23 -1.66 0.69
7 C -1.29 -0.35 -0.86
8 C 1.22 1.30 0.41
9 C -1.47 -1.73 2.54
10 C -0.14 -1.19 -0.50
11 C -0.33 -0.93 1.91
12 C 1.14 0.77 1.64
13 H 0.40 1.38 -0.31
14 H 2.12 1.90 0.24
15 H 0.94 -2.33 0.78
16 H -1.23 0.78 -0.82
17 H -1.42 -0.47 -1.94
18 H -2.13 -0.88 -0.37
19 H 2.10 0.77 2.21

(3)
# C4H4N2O2

2 unconnected molecules or ions with the total composition C4H4N2O2 in a non-equilibrium geometry (ωB97M-V/def2-TZVPD, OMol25).

ΔE to the lowest compared entry with this formula, charge and spin = 563.9 kJ/mol
LUMO level = 0.81 eV
2S+1 = 1
Highest occupied orbital energy = -9.913 eV

Geometry (Å):
1 O 1.93 -0.91 -1.12
2 O -2.77 0.30 0.78
3 N -2.73 -0.06 -0.35
4 N 2.02 -0.71 1.18
5 C -0.06 1.66 -0.14
6 C 0.51 0.63 0.00
7 C -2.43 -0.63 -1.30
8 C 1.58 -0.37 -0.08
9 H 1.87 -0.17 2.04
10 H -2.22 -1.13 -2.23
11 H 2.82 -1.31 1.18
12 H -0.51 2.70 0.03

(4)
# C55H57AsFN3O3PSTl

A molecular structure, C55H57AsFN3O3PSTl (ωB97M-V/def2-TZVPD, OMol25).

LUMO level = 3.57 eV
Total charge = -2
2S+1 = 1
Highest occupied orbital energy = 0.146 eV

Geometry (Å):
1 Tl 0.63 -1.71 0.71
2 As -3.08 5.05 -0.34
3 S 4.02 -1.10 0.26
4 P -1.03 0.84 -0.39
5 F 6.93 -3.06 -3.24
6 O 3.68 0.12 1.07
7 O -1.79 -2.72 -0.24
8 O 0.48 -5.62 2.46
9 N -0.60 -4.12 1.12
10 N -2.99 -0.12 3.63
11 N -2.48 -4.87 -0.13
12 C 0.14 -1.42 3.19
13 C -0.47 -5.33 1.74
14 C 3.51 -4.81 1.78
15 C 2.21 2.80 -3.03
16 C 1.49 1.67 -1.04
17 C -2.35 0.15 -1.44
18 C 5.24 -1.36 -3.37
19 C -3.94 5.88 -4.42
20 C -1.59 -3.85 0.26
21 C 1.52 -1.54 -2.91
22 C -3.24 7.31 -2.16
23 C 4.37 -3.45 3.55
24 C 3.91 -4.68 3.11
25 C -3.05 -1.21 -3.32
26 C -4.68 -0.46 -1.72
27 C -1.77 2.51 0.09
28 C -4.36 -1.15 -2.88
29 C -1.01 6.28 1.30
30 C -3.69 5.22 -3.23
31 C 2.49 2.31 -1.76
32 C 5.82 -1.04 0.08
33 C 1.27 6.69 0.66
34 C 5.59 -2.69 -3.17
35 C 4.01 -2.50 1.39
36 C 0.21 1.51 -1.57
37 C -2.04 -0.57 -2.60
38 C -1.30 5.79 0.03
39 C -3.49 7.97 -3.35
40 C -3.23 -1.32 2.84
41 C -2.43 3.32 -1.01
42 C -3.98 0.89 3.33
43 C -1.63 0.39 3.43
44 C -1.54 -6.32 1.48
45 C 0.26 6.73 1.62
46 C -0.04 1.97 -2.87
47 C 3.91 -0.98 -3.30
48 C -3.84 7.26 -4.49
49 C -3.32 5.92 -2.09
50 C 3.75 -5.85 4.05
51 C -0.59 -0.54 4.02
52 C 4.42 -2.36 2.70
53 C 3.56 -3.73 0.92
54 C -0.28 5.75 -0.92
55 C 0.44 -1.41 6.03
56 C -3.34 -4.62 -1.27
57 C 2.85 -1.92 -3.02
58 C 0.98 -2.32 3.87
59 C 3.29 -3.29 -2.86
60 C 0.95 2.62 -3.59
61 C -3.67 0.18 -1.00
62 C 1.14 -2.32 5.25
63 C -0.44 -0.54 5.41
64 C 4.62 -3.65 -2.92
65 C -2.45 -6.07 0.53
66 C 0.99 6.19 -0.61
67 H -3.27 2.78 -1.44
68 H 4.01 -5.57 5.07
69 H 4.67 -3.33 4.59
70 H -4.21 -1.73 3.08
71 H -1.72 3.53 -1.80
72 H -4.03 7.78 -5.43
73 H 2.53 -4.05 -2.67
74 H 1.24 -0.50 -3.05
75 H -2.79 -1.76 -4.21
76 H 1.50 -3.08 3.29
77 H 3.24 -3.82 -0.12
78 H -2.74 -4.39 -2.15
79 H -3.94 -5.51 -1.46
80 H -3.77 4.13 -3.19
81 H 3.11 -5.76 1.43
82 H -4.21 5.31 -5.31
83 H 4.38 -6.69 3.75
84 H -1.01 1.80 -3.32
85 H 1.72 1.27 -0.05
86 H 2.26 7.03 0.91
87 H 3.48 2.42 -1.33
88 H 0.72 -2.26 -2.74
89 H -1.41 0.51 2.36
90 H 6.26 -0.93 1.08
91 H -3.92 1.27 2.30
92 H 1.82 -3.03 5.72
93 H -2.97 7.87 -1.28
94 H 1.78 6.14 -1.35
95 H 6.15 -1.97 -0.39
96 H 0.57 -1.39 7.11
97 H -4.00 -3.77 -1.08
98 H -3.17 -1.14 1.75
99 H 6.06 -0.19 -0.55
100 H 0.74 2.98 -4.58
101 H -1.01 -0.65 -2.92
102 H -3.42 9.05 -3.39
103 H -2.46 -2.07 3.08
104 H 2.99 3.31 -3.60
105 H -1.80 6.29 2.05
106 H -0.92 3.06 0.51
107 H 2.71 -6.19 4.02
108 H 0.47 7.12 2.61
109 H -2.46 2.33 0.92
110 H 3.64 0.06 -3.45
111 H -3.86 1.74 4.01
112 H -5.15 -1.65 -3.44
113 H -1.03 0.16 6.01
114 H -4.98 0.48 3.48
115 H -3.93 0.71 -0.09
116 H -5.70 -0.42 -1.36
117 H 4.93 -4.68 -2.77
118 H -1.52 -7.26 2.02
119 H 6.02 -0.64 -3.58
120 H 4.73 -1.38 3.06
121 H -0.48 5.37 -1.92
122 H -3.22 -6.78 0.24
123 H -1.57 1.37 3.91

(5)
# C24H22CoN5O4

A molecular structure, C24H22CoN5O4 (ωB97M-V/def2-TZVPD, OMol25).

ΔE to the lowest compared entry with this formula, charge and spin = 4.1 kJ/mol
LUMO level (spin up / spin down) = 2.65 / 2.65 eV
Total charge = -1
Expectation value of S² = 0.756
2S+1 = 2
Highest occupied orbital energy (spin up / spin down) = -3.605 / -3.759 eV

Geometry (Å):
1 Co -1.04 -0.98 -0.45
2 O 0.74 2.10 -0.80
3 O -1.70 0.53 0.51
4 O 2.24 -2.22 -0.50
5 O -0.92 -2.71 -1.29
6 N -1.96 1.38 -3.68
7 N -1.57 -0.18 -2.20
8 N -0.84 -1.69 1.29
9 N 1.06 -0.22 -0.61
10 N -1.07 -0.75 2.31
11 C 5.19 1.98 -0.68
12 C -1.50 0.35 1.77
13 C -1.79 1.48 2.70
14 C -2.13 2.70 -4.25
15 C -1.75 -0.79 -3.42
16 C 3.42 -0.11 -0.56
17 C -2.43 3.78 3.04
18 C -0.22 -3.88 0.65
19 C -0.22 -3.21 3.08
20 C -0.42 -3.73 -0.71
21 C 4.76 -0.41 -0.54
22 C -1.99 0.17 -4.35
23 C -2.16 2.72 2.18
24 C 2.18 -1.00 -0.55
25 C 3.82 2.25 -0.72
26 C 1.44 1.09 -0.70
27 C -1.96 2.38 4.93
28 C -1.70 1.11 -2.39
29 C -1.69 1.32 4.08
30 C -0.45 -2.88 1.63
31 C 2.96 1.18 -0.65
32 C -2.33 3.62 4.41
33 C -0.04 -4.88 -1.63
34 C 5.65 0.66 -0.60
35 H -2.54 4.45 5.08
36 H -1.68 -1.86 -3.51
37 H -2.19 0.11 -5.41
38 H -0.67 -5.75 -1.46
39 H 0.53 -2.53 3.50
40 H 0.22 -4.81 0.99
41 H 1.00 -5.16 -1.45
42 H 3.44 3.26 -0.79
43 H 5.90 2.79 -0.73
44 H 0.12 -4.23 3.18
45 H 6.72 0.48 -0.57
46 H -1.22 3.29 -4.12
47 H 5.10 -1.43 -0.47
48 H -1.40 0.36 4.46
49 H -0.14 -4.56 -2.66
50 H -1.13 -3.06 3.66
51 H -1.88 2.25 6.00
52 H -1.56 1.85 -1.62
53 H -2.33 2.59 -5.32
54 H -2.21 2.83 1.11
55 H -2.97 3.21 -3.79
56 H -2.71 4.75 2.62

(6)
# C7H8N2O2

2 unconnected molecules or ions with the total composition C7H8N2O2 in a non-equilibrium geometry (ωB97M-V/def2-TZVPD, OMol25).

ΔE to the lowest compared entry with this formula, charge and spin = 384.7 kJ/mol
LUMO level = -0.25 eV
2S+1 = 1
Highest occupied orbital energy = -8.919 eV

Geometry (Å):
1 O -1.68 1.41 -1.60
2 O -0.50 1.61 0.31
3 N -3.68 1.14 1.14
4 N -0.97 -1.33 -2.21
5 C -2.18 -1.56 -0.05
6 C -2.66 -1.86 1.14
7 C -1.60 1.42 -0.40
8 C -2.76 1.26 0.47
9 C -1.57 -1.46 -1.16
10 C 0.74 1.72 -0.40
11 C 1.70 0.65 0.09
12 H 2.66 0.77 -0.39
13 H -2.37 -2.75 1.68
14 H 1.13 2.72 -0.19
15 H -3.38 -1.20 1.61
16 H 1.31 -0.34 -0.15
17 H 1.82 0.73 1.17
18 H 0.55 1.63 -1.47
19 H -1.14 -0.51 -2.79

(7)
# C50H50BrClCsN7O4S2Se2

A molecular structure, C50H50BrClCsN7O4S2Se2 (ωB97M-V/def2-TZVPD, OMol25).

ΔE to the lowest compared entry with this formula, charge and spin = 0.0 kJ/mol
LUMO level = 3.34 eV
Total charge = -2
2S+1 = 1
Highest occupied orbital energy = -1.530 eV

Geometry (Å):
1 Cs 0.81 -0.21 -1.91
2 Br 1.69 3.22 2.37
3 Se 2.45 1.90 -4.74
4 Se 0.55 -1.57 1.32
5 Cl -5.22 0.75 -4.60
6 S 2.51 -4.63 0.71
7 S 4.00 -5.93 -1.54
8 O -1.50 2.47 0.81
9 O 1.60 -2.08 -3.75
10 O -0.84 1.69 -0.24
11 O 3.72 -5.47 -5.01
12 N 3.90 4.50 -4.78
13 N 2.38 -3.79 -1.82
14 N 2.83 -3.94 -3.12
15 N -1.65 -0.72 -3.72
16 N 2.18 3.29 -0.35
17 N -0.60 0.15 3.31
18 N 1.57 -0.07 3.52
19 C 1.86 1.47 5.50
20 C 4.61 -1.19 5.80
21 C 0.49 -0.45 2.77
22 C 2.96 5.95 -0.46
23 C 2.88 -4.64 -1.02
24 C -3.08 0.80 -0.25
25 C -3.12 -0.99 4.83
26 C 2.19 4.05 0.72
27 C -6.03 2.00 1.73
28 C 3.46 -4.44 -5.84
29 C 2.36 -3.03 -3.98
30 C -3.30 -0.60 -5.95
31 C 2.58 3.84 -1.50
32 C -3.68 -0.04 -4.75
33 C 1.13 2.31 6.34
34 C 1.16 0.80 4.51
35 C -1.96 0.01 2.78
36 C -3.96 4.13 -2.93
37 C -0.95 1.78 5.21
38 C 3.58 -3.54 -8.08
39 C 4.23 -6.61 0.13
40 C 2.84 -3.26 -5.40
41 C -3.71 3.12 -2.01
42 C -2.07 -1.23 -6.02
43 C -1.28 -1.27 -4.88
44 C -4.83 2.01 1.03
45 C -5.09 -0.34 0.59
46 C 2.98 -2.36 -7.65
47 C 2.55 5.39 0.74
48 C -1.52 4.04 -1.61
49 C -2.20 1.96 -0.37
50 C -4.30 0.83 0.43
51 C 3.41 -1.90 5.18
52 C -2.99 5.08 -3.20
53 C -6.78 0.83 1.88
54 C -4.26 0.02 4.97
55 C 2.96 -6.37 0.92
56 C -0.22 0.95 4.37
57 C -2.49 3.07 -1.34
58 C 2.62 -2.24 -6.32
59 C 2.98 5.17 -1.60
60 C 3.82 -4.57 -7.18
61 C -1.76 5.03 -2.54
62 C -2.70 -1.18 3.37
63 C -0.25 2.46 6.19
64 C 2.95 -0.39 3.17
65 C -2.84 -0.11 -3.65
66 C 3.36 -1.77 3.66
67 C 3.34 3.48 -4.79
68 C -6.28 -0.34 1.29
69 H -4.28 2.94 0.96
70 H 2.82 -1.54 -8.34
71 H 4.29 -5.49 -7.49
72 H -7.72 0.83 2.42
73 H -2.60 -0.15 -0.45
74 H 2.93 1.37 5.60
75 H 4.35 -2.00 3.24
76 H 2.16 -1.32 -5.96
77 H -0.78 3.12 6.86
78 H 2.56 3.20 -2.37
79 H 3.40 -5.16 -4.11
80 H 3.12 -6.54 1.99
81 H -4.74 -1.27 0.15
82 H -3.95 -0.54 -6.82
83 H 2.48 -1.50 5.60
84 H -4.54 0.17 6.02
85 H -5.14 -0.31 4.41
86 H -1.72 -1.68 -6.93
87 H 4.59 -1.25 6.89
88 H -4.45 2.36 -1.81
89 H -3.12 0.32 -2.69
90 H 4.63 -0.13 5.54
91 H -3.58 -1.33 2.76
92 H 5.08 -6.12 0.61
93 H -1.87 -0.09 1.71
94 H 3.57 0.40 3.58
95 H 3.88 -3.66 -9.11
96 H 1.65 2.86 7.11
97 H 3.44 -2.95 5.45
98 H -6.84 -1.26 1.38
99 H 3.25 6.99 -0.50
100 H 2.16 -7.01 0.57
101 H 5.54 -1.63 5.45
102 H -2.48 0.95 2.95
103 H -0.99 5.75 -2.77
104 H -2.01 1.90 5.08
105 H -2.07 -2.07 3.26
106 H 3.02 -0.34 2.08
107 H -3.17 5.86 -3.94
108 H -3.99 0.99 4.55
109 H -3.44 -1.95 5.24
110 H -0.57 3.98 -1.09
111 H -0.30 -1.74 -4.88
112 H -2.26 -0.67 5.43
113 H 4.45 -7.67 0.02
114 H -4.91 4.16 -3.45
115 H 2.52 5.95 1.66
116 H 2.67 -2.49 3.23
117 H -6.39 2.92 2.17
118 H 3.29 5.54 -2.57

(8)
# C4H10N2O

A single C4H10N2O molecule in a non-equilibrium geometry (ωB97M-V/def2-TZVPD, OMol25).

ΔE to the lowest compared entry with this formula, charge and spin = 288.0 kJ/mol
LUMO level = 0.91 eV
2S+1 = 1
Highest occupied orbital energy = -8.115 eV

Geometry (Å):
1 O 1.73 2.03 -0.64
2 N -0.53 -0.68 -0.82
3 N 0.06 0.57 -1.01
4 C 0.77 1.26 -0.04
5 C 0.35 -1.67 -0.09
6 C 0.66 1.13 1.28
7 C -1.86 -0.60 -0.25
8 H 2.14 2.60 0.02
9 H 0.49 0.66 -1.92
10 H 1.31 -1.70 -0.62
11 H -0.14 0.60 1.75
12 H -0.14 -2.63 -0.21
13 H -1.88 -0.37 0.82
14 H -2.41 0.18 -0.78
15 H 0.50 -1.51 0.98
16 H 1.30 1.70 1.93
17 H -2.36 -1.55 -0.42

| no. | electronic energy (hartree) |
| --- | --- |
| 1 | -6422.814078 |
| 2 | -741.461696 |
| 3 | -414.631389 |
| 4 | -5767.645459 |
| 5 | -2885.440095 |
| 6 | -531.412562 |
| 7 | -11273.205361 |
| 8 | -343.091787 |